DFT (ωB97M-V/def2-TZVPD) results for 8 unconnected molecules or ions with the total composition C20H59N7O11.

Structure (XYZ):
```
97
Properties=species:S:1:pos:R:3:forces:R:3:lowdin_charge:R:1
O 4.1452 3.1423 -5.2426 -0.13 -0.97 0.19 -0.204
O -4.8518 -0.5660 4.9361 0.80 -0.31 -0.59 -0.188
O 3.4573 4.1850 -2.5501 -0.59 0.53 0.81 -0.092
O -0.8008 1.3413 5.7922 0.26 0.09 1.28 -0.211
O 1.7934 -0.6482 -1.0345 0.87 -1.18 0.64 -0.226
O -2.8304 -2.0665 -1.1415 0.00 -0.47 -0.07 -0.191
O 0.4395 -5.4769 -1.0728 -1.21 1.65 1.38 -0.241
O -1.6578 1.2240 -1.7871 0.37 0.02 0.92 -0.063
O 1.5120 2.9017 2.4062 0.19 -0.42 0.34 -0.004
O 1.8228 5.9233 -1.0966 0.37 -0.91 0.93 -0.036
O -1.1095 1.9111 -4.5851 1.10 -0.43 -1.40 -0.077
N -0.3541 2.1632 1.3352 1.89 0.26 0.91 0.195
N 2.6263 4.1186 0.1120 -2.36 3.37 1.60 0.195
N 2.1291 1.3100 -3.9916 1.29 -0.16 -2.35 -0.056
N -1.6092 -4.1643 0.2172 -0.13 -0.84 -0.86 -0.062
N 1.4535 0.7017 1.6087 -0.43 0.64 -0.17 0.182
N -1.9109 -0.7530 4.5798 -0.13 -0.21 1.66 -0.047
N 1.1529 5.7555 1.0319 0.13 -0.50 0.50 0.167
C -0.5914 -4.8346 0.9939 1.83 -0.35 -1.38 -0.196
C -2.8999 -1.5869 3.9442 -0.97 -0.39 -0.23 -0.201
C -1.3989 0.3969 3.8491 -3.33 -1.25 -1.58 -0.253
C 1.8002 -2.0172 -0.6314 0.27 -1.86 -0.44 -0.103
C 0.0309 1.0280 6.9073 0.62 1.07 -0.48 -0.099
C 0.9457 1.9815 1.8380 -1.47 0.06 -1.33 -0.631
C -0.0829 -6.0427 0.1482 0.55 -0.37 -0.56 -0.176
C -0.2842 1.0074 4.5198 2.62 2.12 0.42 -0.259
C 4.4748 1.7948 -4.9238 -0.35 -1.20 -0.43 -0.202
C 0.7807 -6.4022 -2.0095 1.43 -1.60 0.63 -0.153
C 1.8706 5.2910 -0.0106 0.75 -0.12 -2.46 -0.593
C 3.2670 0.8339 -4.8840 -1.74 -0.82 -0.24 -0.174
C -3.2495 -2.4631 0.1518 -1.08 0.31 -1.14 -0.260
C -4.2843 -0.9087 3.6731 1.28 -0.07 0.41 -0.203
C -3.8476 -1.3829 -1.8356 -0.42 -1.18 0.65 -0.106
C 3.8888 3.3666 -6.6155 1.68 1.67 -0.21 -0.087
C -2.0680 -2.9720 0.8208 1.76 1.32 1.94 -0.283
C -5.8830 0.3767 4.9705 -0.45 -0.45 2.39 -0.120
C 2.5325 0.9451 -2.6601 -0.47 -0.28 0.16 -0.212
C 2.0980 -0.5053 -2.3956 1.19 0.25 -0.69 -0.222
H 0.8107 -6.6693 0.5238 -1.58 0.87 0.29 0.139
H -3.7129 -1.6104 0.6228 0.03 0.60 0.61 0.107
H -5.8324 1.0701 4.1879 0.26 1.25 -1.17 0.061
H -0.0550 -6.8758 -2.5089 -0.36 -0.22 -0.10 0.089
H -2.3619 -3.1920 1.8678 0.43 -0.01 -0.56 0.108
H -0.6013 0.8808 7.7873 0.04 0.25 -0.15 0.080
H -1.6687 1.2999 -2.7420 0.16 0.19 -0.52 -0.012
H -3.9984 -0.0748 3.0079 -0.80 0.37 0.43 0.111
H -4.6759 -2.1166 -1.9961 0.11 0.82 0.06 0.100
H 2.0489 1.6208 -1.9586 0.21 -0.02 0.30 0.117
H 0.0090 1.9862 3.9855 -0.31 -1.50 0.87 0.123
H 2.8359 4.9630 -2.3551 0.83 -1.03 -0.67 0.052
H -2.4304 -1.8622 3.0077 -0.38 0.10 -0.36 0.057
H 1.1888 5.2669 1.9001 -0.07 -0.12 0.52 0.078
H -1.1913 -0.0902 2.9143 0.67 0.56 -1.00 0.099
H 3.5267 -0.1867 -4.5251 0.41 0.76 -0.25 0.112
H 3.3983 4.3192 -6.6863 -0.52 0.45 0.16 0.086
H 2.5662 3.6231 0.9574 0.09 -0.74 0.97 0.035
H -3.1161 -2.5751 4.4334 0.60 1.01 0.24 0.133
H -0.8735 1.5087 0.8321 -0.41 -1.64 -0.65 0.062
H 0.7751 1.8903 7.0887 -0.89 -1.39 -0.11 0.109
H 1.9476 -2.1309 0.4732 -0.18 0.45 -0.96 0.090
H 2.2758 2.2949 -4.1571 -0.67 0.67 0.73 0.079
H 3.6155 1.0340 -2.6680 0.19 0.07 1.16 0.104
H -4.9597 -1.5706 3.1471 -0.15 -0.31 -0.36 0.111
H 2.9059 -1.2125 -2.7954 -0.85 0.61 1.06 0.131
H 1.4129 -7.1570 -1.4708 -0.44 -0.11 -0.76 0.097
H 3.6079 3.9626 -3.4730 -0.28 0.65 -0.23 -0.002
H -0.6954 3.0781 1.1752 0.17 1.01 0.26 0.096
H 0.5424 0.0792 6.7048 0.21 0.22 0.18 0.080
H -0.9456 -6.7155 -0.1240 0.72 0.47 0.44 0.131
H 1.4192 0.4246 0.6344 -0.46 -0.21 -0.16 0.060
H 5.0593 1.7538 -4.0084 -0.26 0.46 0.27 0.122
H -0.7794 1.5368 -1.5118 -0.44 -0.13 -0.37 0.021
H 3.0237 3.7681 -0.6886 1.14 -0.86 -2.11 0.020
H 3.2824 2.6588 -7.1183 -0.51 -1.09 -0.22 0.072
H 5.1093 1.3126 -5.6596 0.52 0.40 -0.53 0.119
H 2.3890 0.5482 1.9205 0.51 0.33 0.55 0.099
H -0.1799 1.6594 -4.8249 -0.66 0.19 0.94 0.039
H -6.8987 -0.0469 4.9822 0.22 -0.36 -0.27 0.083
H -4.1358 -0.5339 -1.2079 -0.38 0.15 -0.46 0.088
H -0.8774 -5.1274 2.0092 -0.42 0.01 -0.33 0.123
H 0.2670 -4.1343 1.0841 0.04 -0.38 0.35 0.108
H -1.2570 -2.1188 0.8268 -1.11 -1.26 0.25 0.156
H -2.1897 1.2105 3.6617 0.86 -0.93 0.20 0.145
H -4.0174 -3.2578 0.1977 0.07 0.07 -0.71 0.139
H 0.8531 -2.5460 -0.9236 0.54 0.62 0.32 0.085
H -3.4613 -1.0905 -2.7929 0.19 0.36 -0.34 0.077
H 1.4333 -5.9353 -2.7164 0.23 0.36 -0.68 0.080
H 2.6180 -2.6566 -1.1637 -1.03 1.39 0.89 0.113
H 4.8396 3.5598 -7.1797 -0.52 -0.70 0.43 0.108
H 0.6511 0.3796 4.6143 -1.05 0.34 -0.16 0.139
H -1.4979 1.9040 -5.4778 -0.31 0.12 0.60 0.052
H 1.2283 -0.7199 -2.9806 -0.79 -0.09 -0.50 0.117
H -5.7836 0.8695 5.9746 -0.09 -0.05 -1.01 0.103
H 0.7095 6.6566 0.9639 0.17 -0.21 -0.16 0.112
H -2.1951 -0.4677 5.5070 -0.11 -0.03 0.02 0.107
H -1.2968 -3.9679 -0.7542 -0.13 -0.42 1.08 0.126
H 2.8313 0.6134 -5.8924 0.54 0.60 0.53 0.117
```
Positions in Å, forces in eV/Å.

Properties
SMILES string: COCCNCCOC.COCCNCCOC.COCCNCCOC.NC(N)=O.NC(N)=O.O.O.O
Orbital gap, eV: 8.68
HOMO, eV: -8.3
Largest force on an atom, eV/A: 4.4
Energy relative to the best compared isomer or geometry (same formula, charge and spin), eV: 1.407